This record from the Open Molecules 2025 dataset describes the molecule C3H4ClFS. The level of theory is ωB97M-V/def2-TZVPD.

Bonds (Å) are listed after each position.
CARTESIAN COORDINATES (ANGSTROEM)
1 C -0.918 -0.249 -0.668  C2 1.516, H4 1.100, H5 1.144, H6 1.070
2 C -0.192 0.360 0.516  C1 1.516, C3 1.564, F8 1.392, Cl10 1.714
3 C 1.280 -0.132 0.326  C2 1.564, H7 1.085, S9 1.562
4 H -0.497 -0.010 -1.656  C1 1.100
5 H -2.040 -0.027 -0.660  C1 1.144
6 H -0.796 -1.290 -0.453  C1 1.070
7 H 1.280 -1.191 0.091  C3 1.085
8 F -0.563 -0.181 1.743  C2 1.392
9 S 2.633 0.649 0.368  C3 1.562
10 Cl -0.186 2.070 0.393  C2 1.714

Output
**Relative energy (zero: lowest compared OMol25 entry of this formula, charge and spin)**: 73.8 kJ/mol
**HOMO-LUMO gap**: 0.3172 hartree
**SMILES string**: C[C@](F)(Cl)C=S